(1)
Below is a structure of composition C36H58O6PSeW, with properties calculated with ωB97M-V/def2-TZVPD.

Structure (ORCA input):
```
! wB97M-V def2-TZVPD RIJCOSX def2/J DEFGRID3
* xyz 1 3
C 1.679 0.500 3.716
H 1.810 1.543 6.320
C -3.974 -4.569 2.972
C 0.900 1.661 4.339
H -1.294 -4.649 3.592
H -4.147 -2.690 5.032
H 5.803 -2.135 2.379
H 4.719 -2.210 -4.919
H 0.993 1.083 -5.732
H 4.348 -3.781 -4.205
H -0.171 2.175 -4.004
Se 1.086 -2.332 0.735
C 6.063 -1.414 3.155
H 6.165 -0.433 2.686
C 0.706 2.774 3.295
O 0.238 -0.184 -1.057
O -2.097 -2.027 -0.141
O -2.456 -2.893 2.103
C 5.514 -0.406 5.356
C 5.750 -3.462 -1.867
H -4.470 1.717 -0.441
H -3.052 0.768 -0.869
C -3.054 -3.426 3.355
C -4.812 0.676 2.133
H 2.595 2.711 5.240
H 7.035 -1.702 3.557
O 0.001 0.136 2.017
H -3.419 -5.357 2.462
H -1.189 -3.056 4.371
H -3.130 -1.466 4.265
C -3.592 0.754 1.241
C 1.182 -0.216 2.626
C 3.666 -0.967 3.713
H 3.737 -0.457 -3.934
C 5.220 -2.369 -2.795
H 6.023 -3.337 -4.557
H 3.475 1.730 -3.968
H -1.048 1.994 5.210
C 1.638 2.274 5.529
H 5.075 -4.319 -1.822
H 5.914 -3.088 -0.854
C 0.111 1.434 -3.255
H -0.318 0.459 5.685
H 2.316 -0.043 -5.457
C 3.874 -1.826 -2.323
H -2.181 -4.334 5.090
H -0.658 0.662 -3.244
H 2.585 2.459 -2.629
H 4.562 -3.511 4.171
O -4.575 -2.195 0.745
H -4.425 -4.988 3.872
H 1.028 3.077 5.945
H 0.134 2.428 2.436
C 4.891 -2.775 4.906
C 3.228 -2.298 -1.185
C -2.689 1.915 1.609
C -3.793 -2.311 4.073
C 1.901 -1.304 2.138
H 3.328 0.648 5.045
H -4.588 -0.051 -0.517
H 6.364 -0.783 -1.833
H 5.938 -0.428 -3.509
H 6.497 -0.723 5.703
C 2.027 -1.721 -0.820
H 5.609 0.610 4.968
C 1.420 -0.709 -1.548
H 5.854 -3.102 5.302
H 3.646 -3.097 -0.588
H 1.669 3.140 2.935
H -2.325 1.832 2.630
C 5.022 -1.377 4.283
C 3.114 -1.696 2.663
C 2.921 0.097 4.213
H 6.708 -3.821 -2.243
H -3.246 2.846 1.501
H -4.660 -1.974 3.504
H 7.210 -1.594 -3.157
C 2.485 2.039 -3.631
O -2.746 -0.472 1.525
H -4.525 0.631 3.183
C -1.851 -3.895 4.148
C 3.241 -0.817 -3.042
H -5.423 1.565 1.977
H 0.174 3.613 3.746
W -0.778 -0.643 0.456
H -1.022 0.636 4.076
H 2.137 2.828 -4.299
P -3.156 -2.022 1.012
H -1.826 1.986 0.934
H -5.411 -0.199 1.883
C -0.455 1.150 4.852
H 4.852 -0.387 6.223
H 4.169 -2.769 5.723
H 3.625 -2.560 2.257
C 5.064 -2.957 -4.204
C 6.240 -1.221 -2.825
H -4.772 -4.217 2.320
H 0.126 1.931 -2.286
C 2.019 -0.228 -2.711
C 1.484 0.874 -3.638
C -3.948 0.782 -0.235
C 1.362 0.306 -5.061
H 0.659 -0.528 -5.088
*
```

Properties
⟨S²⟩	2.01
frontier orbital gap (alpha / beta)	7.54 / 7.74	eV
HOMO energy (alpha / beta)	-11.19 / -11.31	eV
energy above the lowest of the compared OMol25 structures with the same formula, charge and spin	46.35	kJ/mol

(2)
Below is an isolated molecule of C3H3BrN2O in a non-equilibrium geometry, with properties calculated with ωB97M-V/def2-TZVPD.

Structure (ORCA input):
```
! wB97M-V def2-TZVPD RIJCOSX def2/J DEFGRID3
* xyz 0 1
C 1.612 -0.250 0.223
N -0.193 -1.432 -0.109
C -0.966 -0.287 -0.168
H -1.172 2.835 0.325
O -0.442 2.248 0.072
H -0.763 -2.280 -0.019
N 1.065 -1.392 0.192
C -0.491 0.950 -0.025
H -1.973 -0.647 -0.430
Br 3.323 0.256 -0.060
*
```

Properties
frontier orbital gap	8.06	eV
HOMO energy	-7.86	eV
energy above the lowest of the compared OMol25 structures with the same formula, charge and spin	571.17	kJ/mol

(3)
Below is a cluster of 3 separate species, C3H11O in total in a non-equilibrium geometry, with properties calculated with ωB97M-V/def2-TZVPD.

Structure (ORCA input):
```
! wB97M-V def2-TZVPD RIJCOSX def2/J DEFGRID3
* xyz 1 1
H -0.662 2.080 -1.866
O 1.897 -1.551 1.583
H -1.315 1.834 0.304
H 0.636 -0.739 -0.376
C -0.731 1.009 -1.654
H 0.207 0.554 -1.962
H 0.084 -1.264 -0.314
H 1.815 -1.868 2.487
C -1.128 0.860 -0.181
H -0.405 -0.460 1.576
C -0.172 0.196 0.740
H -1.519 0.632 -2.297
H 2.550 -2.211 1.273
H -2.101 0.363 -0.166
H 0.845 0.565 0.852
*
```

Properties
frontier orbital gap	10.01	eV
HOMO energy	-16.07	eV
energy above the lowest of the compared OMol25 structures with the same formula, charge and spin	188.07	kJ/mol

(4)
Below is a structure of composition C47H47BiCl3N4O4PS4SiTe, with properties calculated with ωB97M-V/def2-TZVPD.

Structure (ORCA input):
```
! wB97M-V def2-TZVPD RIJCOSX def2/J DEFGRID3
* xyz 0 1
H -1.738 4.708 -0.609
H 1.109 1.865 3.856
O 0.865 -0.808 8.193
H 4.424 -4.565 1.271
C 0.517 2.313 3.075
C 0.252 -5.220 -6.860
C 1.798 -5.134 -5.022
C -4.879 -0.833 0.621
C 0.418 6.568 1.258
C 2.832 -3.503 4.059
Cl -1.657 8.044 -2.335
H -1.568 -4.102 -6.599
H 1.510 -2.276 6.112
H -4.991 -1.595 1.396
H -1.330 0.189 -7.731
Te -0.879 -0.984 -2.346
H 2.139 -6.235 -6.830
C -3.645 1.075 2.576
C 4.056 -3.402 -2.918
C 1.459 -5.590 -6.290
C -0.279 -1.138 6.057
C 5.381 -3.732 -2.682
H 2.750 -5.420 -4.591
C 0.838 -1.962 4.085
C -0.183 2.697 1.103
H -2.219 5.044 2.350
C 1.726 7.008 1.157
H 6.729 -5.070 -1.685
H -2.853 3.794 1.277
H 6.171 -3.148 -3.136
C -3.391 1.557 -0.421
C -0.389 -0.973 7.552
O 4.615 -5.091 5.351
H 5.771 -4.752 3.658
N 1.845 -2.587 2.072
H -2.780 1.647 2.912
H -4.501 4.018 -2.198
N -0.895 3.513 1.918
O -2.026 -0.669 0.825
H 2.154 7.632 1.928
C -0.452 3.268 3.198
H -0.014 -5.576 -7.847
C -1.558 -0.073 -6.710
H -3.533 -1.028 -4.198
H -4.807 -1.349 -0.339
C -3.819 4.732 -2.637
C 2.769 -3.259 1.338
C 1.879 -2.688 3.406
C -1.122 -0.695 3.856
C 5.693 -4.812 -1.867
C -2.686 -0.725 -4.797
H 2.528 5.556 -1.797
Si -3.366 0.224 0.919
C -3.315 5.867 -1.935
C -0.295 -3.953 -4.892
O -2.472 6.404 0.285
C -0.624 -4.397 -6.160
H 0.184 4.805 -1.585
S -2.289 5.914 -4.290
H 3.829 -2.561 -3.563
H 2.710 -3.125 0.265
H -0.997 -3.335 -4.348
H -0.825 -1.870 7.997
C 3.032 -4.145 -2.332
C -1.599 5.282 0.313
H -3.564 3.867 -4.640
C -3.635 6.195 -0.502
H -0.858 3.796 4.043
C 4.770 -5.096 3.943
C 2.473 6.633 0.055
N -0.089 -1.368 3.285
C -1.247 -0.565 5.204
C -1.973 4.395 1.514
C 3.714 -4.052 1.908
C 3.746 -4.193 3.316
C 0.748 -1.835 5.484
H -4.263 5.401 -0.079
C 1.934 5.837 -0.939
H 5.304 -5.636 5.738
Bi 0.034 -1.460 1.088
N 0.683 1.968 1.754
H -2.376 1.894 -0.655
H 1.315 -0.061 7.783
H 4.641 -6.107 3.538
C -0.168 5.765 0.288
S 0.096 -4.521 -1.297
H -0.320 2.692 0.032
C 3.351 -5.227 -1.514
H -3.992 2.434 -0.163
Cl 4.118 7.181 -0.077
S 1.384 -1.669 -2.662
H 2.551 -5.791 -1.052
H 2.834 -3.600 5.134
S -0.315 -0.169 -5.540
H -4.197 7.128 -0.437
H -3.691 -0.390 -6.746
C 0.926 -4.311 -4.321
C 0.621 5.420 -0.806
H 4.920 -6.403 -0.652
C -2.772 -0.388 -6.179
Cl -0.468 7.073 2.675
H -3.874 0.323 3.338
P 1.281 -3.785 -2.634
C -1.407 -0.647 -4.323
C -3.353 4.633 -3.911
H -4.502 1.754 2.535
C -2.478 6.589 -2.735
H -2.089 -0.011 5.600
C 4.679 -5.559 -1.285
H -5.789 -0.225 0.614
H -1.829 -0.270 3.165
H -3.813 1.152 -1.347
H -1.067 -0.142 7.775
*
```

Properties
frontier orbital gap (alpha / beta)	5.18 / 5.18	eV
HOMO energy (alpha / beta)	-5.34 / -5.34	eV

(5)
Below is an isolated molecule of C3H8N2O in a non-equilibrium geometry, with properties calculated with ωB97M-V/def2-TZVPD.

Structure (ORCA input):
```
! wB97M-V def2-TZVPD RIJCOSX def2/J DEFGRID3
* xyz 0 1
O -1.203 1.396 -0.319
H -1.023 -0.658 1.551
H 0.766 2.143 0.456
N 1.486 1.407 0.483
H 2.744 -0.720 0.000
H -2.489 -0.418 0.304
H -1.472 -2.149 0.084
C 0.984 0.313 -0.040
C -1.348 -0.873 0.414
H -0.516 -0.253 -1.374
H 1.218 -1.682 -0.162
C -0.517 0.110 -0.380
H -0.395 2.194 -0.648
N 1.765 -0.809 -0.369
*
```

Properties
frontier orbital gap	10.34	eV
HOMO energy	-9.73	eV
energy above the lowest of the compared OMol25 structures with the same formula, charge and spin	328.75	kJ/mol

(6)
Below is a structure of composition C11H30MoN2O2P3S3, with properties calculated with ωB97M-V/def2-TZVPD.

Structure (ORCA input):
```
! wB97M-V def2-TZVPD RIJCOSX def2/J DEFGRID3
* xyz 2 4
C -1.271 1.782 2.583
H -4.114 1.463 1.513
H 2.802 2.836 1.017
C 0.193 -3.966 -2.275
H -3.364 -0.145 1.384
C -3.518 -4.132 0.090
C -3.444 0.838 0.922
C -3.662 -2.911 -0.781
C 0.192 2.228 2.656
H 2.166 -1.066 2.250
S -0.698 -1.634 0.331
C 2.067 0.751 -3.386
H 0.019 -4.457 -4.362
H -1.928 2.484 3.101
H 1.540 -0.515 -4.894
H -1.439 -4.794 -3.403
H -1.194 3.886 0.254
H 2.774 1.498 -5.157
H 2.014 -0.027 3.685
S 2.083 1.046 -1.672
H -0.021 -5.840 -3.268
H -2.496 3.267 -0.771
P -1.813 1.613 0.841
H -3.849 0.732 -0.084
O -2.531 -2.835 -1.711
H -1.403 0.808 3.063
C 1.530 -0.342 2.759
Mo 0.018 0.543 -0.472
C -0.351 -4.809 -3.399
H -4.393 -4.214 0.734
O -0.198 -2.553 -2.469
H -4.543 -2.968 -1.416
H -0.175 -4.296 -1.303
H 1.280 -3.946 -2.252
H -2.852 3.798 0.884
H 0.542 2.272 3.689
H -2.632 -4.073 0.722
H -3.704 -1.986 -0.205
P -1.310 -1.877 -1.585
C -2.115 3.303 0.250
H -3.465 -5.031 -0.522
N 1.531 -0.338 -3.901
S -1.552 -0.029 -2.330
H 0.310 3.231 2.238
H 3.601 1.259 1.132
P 1.264 1.098 1.687
H 0.582 -0.824 3.000
H 3.091 2.453 -3.753
C 2.876 1.921 1.605
H 1.065 -1.008 -3.305
H 3.224 2.165 2.609
N 2.679 1.629 -4.161
*
```

Properties
⟨S²⟩	3.78
frontier orbital gap (alpha / beta)	7.49 / 8.42	eV
HOMO energy (alpha / beta)	-14.15 / -15.27	eV
energy above the lowest of the compared OMol25 structures with the same formula, charge and spin	0.00	kJ/mol

(7)
Below is a structure of composition C10H16F12InN4O20S10 in a non-equilibrium geometry, with properties calculated with ωB97M-V/def2-TZVPD.

Structure (ORCA input):
```
! wB97M-V def2-TZVPD RIJCOSX def2/J DEFGRID3
* xyz -1 1
S -6.754 25.681 2.244
F -10.504 26.006 1.500
O -4.655 24.577 0.176
O -8.029 25.266 -4.511
H -7.092 26.382 4.476
O -5.565 26.592 2.221
C -8.858 21.179 0.029
O -7.408 30.622 -0.134
H -7.653 24.349 5.325
F -11.217 28.646 -0.898
S -11.577 27.503 -4.180
H -8.098 24.928 -8.909
C -6.453 24.370 -7.646
C -7.632 23.419 3.244
O -11.187 22.604 1.875
F -10.183 28.193 -3.985
N -10.202 23.935 -0.083
S -8.055 25.699 -5.938
O -7.787 29.305 1.947
F -9.314 20.958 1.195
S -9.973 29.464 -0.432
N -9.074 28.362 -0.202
F -11.911 24.173 -3.088
O -7.620 25.826 1.035
O -4.889 23.782 -3.796
O -12.720 23.460 -0.050
H -8.098 23.202 -8.529
H -6.014 23.537 -7.096
O -9.708 30.228 -1.628
S -4.880 25.128 -1.180
H -8.318 23.121 2.451
F -5.592 26.585 -0.918
H -5.596 25.712 -5.897
H -7.319 22.574 3.857
H -6.164 26.587 -7.085
C -8.104 24.428 4.335
F -12.528 26.193 1.080
N -10.963 26.276 -3.601
F -11.958 25.228 2.919
O -8.677 26.974 -6.352
C -7.898 24.196 -8.128
O -10.625 30.106 0.740
F -6.655 28.415 0.100
H -5.498 24.009 3.317
S -11.475 23.619 0.797
N -6.381 24.464 -1.884
O -11.236 21.605 -1.196
O -11.663 27.653 -5.609
O -13.565 25.693 -3.319
F -7.680 21.841 0.081
S -10.046 22.408 -0.923
H -8.558 26.629 3.609
C -6.347 25.593 -6.678
O -5.089 22.230 -1.875
F -6.864 22.707 -3.498
H -8.672 23.476 -6.225
O -9.317 22.752 -2.111
S -12.345 25.429 -4.010
O -12.347 24.922 -5.383
C -6.293 23.977 2.572
H -9.862 24.456 -7.118
S -7.819 29.349 0.490
H -5.847 23.370 1.784
F -8.601 20.108 -0.706
In -8.822 25.833 -1.689
C -11.636 25.385 1.690
O -12.441 28.338 -3.407
H -9.097 24.196 4.719
C -7.804 25.872 3.826
C -8.803 24.326 -6.894
O -3.783 25.561 -1.996
S -5.658 23.403 -2.595
H -5.880 24.414 -8.572
*
```

Properties
frontier orbital gap	3.67	eV
HOMO energy	-8.43	eV

(8)
Below is a structure of composition C25H21BrN4OPS2Se2Ti in a non-equilibrium geometry, with properties calculated with ωB97M-V/def2-TZVPD.

Structure (ORCA input):
```
! wB97M-V def2-TZVPD RIJCOSX def2/J DEFGRID3
* xyz -2 2
H 1.338 -4.005 -3.085
N 2.999 0.027 1.799
C -3.762 -1.431 4.207
C -3.962 -1.265 -3.263
C 2.399 4.691 -2.194
C -2.525 -0.827 -0.824
H -5.600 -0.511 4.841
C -2.871 -0.651 2.068
C -2.222 -0.135 -2.004
H 2.838 0.708 5.065
H 0.806 2.768 -4.591
Br 0.737 -4.797 0.926
C 2.151 2.422 -1.444
C 1.292 3.045 -3.646
H -1.453 0.632 -1.880
H -3.753 -2.114 5.075
C 2.075 -2.485 -1.981
H -5.140 -2.622 -2.162
C 1.438 2.034 -2.649
C 1.670 4.355 -3.378
C -4.328 -1.907 -2.088
P -1.615 -0.556 0.773
H -2.574 0.149 -4.118
H -2.021 -2.259 3.171
C -4.831 0.404 3.040
H -5.541 1.226 3.048
O 2.459 1.484 -0.510
H 6.262 0.104 2.519
C 4.626 0.326 3.926
C -3.662 -1.657 -0.864
C -2.873 -0.356 -3.216
N 2.122 -3.737 -2.457
H -4.546 -1.424 -4.177
Se -0.137 -2.186 1.209
N 1.318 -1.559 -2.578
C -4.815 -0.559 4.078
C 4.312 -0.115 1.587
Se -0.476 1.253 0.692
C -3.928 0.279 1.978
S 5.003 -0.375 0.031
Ti 1.720 -0.127 -0.007
H 2.329 -4.466 -1.778
C 1.043 0.730 -2.889
C 2.626 3.712 -1.288
H 2.716 5.691 -1.985
N 1.442 -0.281 -2.062
C 2.425 0.327 2.977
C 3.264 0.455 4.107
C -2.782 -1.477 3.200
H 3.142 3.889 -0.331
S 3.274 -1.901 -0.678
H 0.392 0.517 -3.730
C 5.183 0.103 2.679
H 1.474 5.178 -4.044
H 5.274 0.252 4.837
H -4.006 -2.092 0.036
H -4.075 0.769 1.018
H 1.349 0.345 3.011
*
```

Properties
⟨S²⟩	0.77
frontier orbital gap (alpha / beta)	4.70 / 4.72	eV
HOMO energy (alpha / beta)	-0.45 / -0.48	eV
energy above the lowest of the compared OMol25 structures with the same formula, charge and spin	268.47	kJ/mol

(9)
Below is a structure of composition C18H23BeClFO5P in a non-equilibrium geometry, with properties calculated with ωB97M-V/def2-TZVPD.

Structure (ORCA input):
```
! wB97M-V def2-TZVPD RIJCOSX def2/J DEFGRID3
* xyz 2 1
C -0.763 2.855 -0.498
F -3.590 -0.407 2.506
C -2.417 -1.892 0.937
H 1.953 0.941 -1.855
C -0.457 -2.234 -1.006
Cl -4.096 -1.549 -1.975
C 4.343 0.002 1.214
H 2.708 2.278 -0.695
H 4.973 0.725 1.735
Be 4.181 -2.980 2.518
H -3.023 3.483 -1.855
H -4.877 1.423 0.036
H -4.491 -2.067 1.663
H 2.190 -2.594 -0.691
C -3.518 -1.690 2.013
C 2.528 -0.484 -0.394
C 4.584 -1.343 1.419
C 2.762 -1.827 -0.170
H -1.529 -2.286 1.452
H 5.408 -1.667 2.103
H 0.319 -2.393 -1.774
C -2.057 -0.616 0.144
O -4.730 0.470 0.158
H -1.380 -0.646 -2.001
C 1.497 0.076 -1.364
H -0.003 -2.525 -0.047
C -0.040 0.415 0.799
C 3.745 -2.256 0.699
O 0.761 0.594 1.674
H -0.695 3.763 -1.126
C -2.925 3.672 -0.768
C -0.471 1.657 -1.439
O -1.374 0.271 1.042
H -2.804 -2.639 0.230
P -3.508 0.094 -0.844
H 3.934 -3.363 0.823
H 4.279 2.338 0.120
C 3.249 1.950 0.194
H -3.253 -2.338 2.865
H 1.369 -0.671 -2.163
H -1.274 -2.911 -1.282
C 3.356 0.452 0.337
H 2.817 2.419 1.092
H 0.213 2.036 -2.215
C 0.110 0.369 -0.727
O -2.112 2.843 0.008
H -0.027 3.003 0.303
C -0.943 -0.763 -0.995
O -3.514 4.564 -0.229
H -1.408 1.447 -1.971
*
```

Properties
frontier orbital gap	1.67	eV
HOMO energy	-13.43	eV
energy above the lowest of the compared OMol25 structures with the same formula, charge and spin	0.00	kJ/mol

(10)
Below is a cluster of 3 separate species, C2H2I2S2 in total, with properties calculated with ωB97M-V/def2-TZVPD.

Structure (ORCA input):
```
! wB97M-V def2-TZVPD RIJCOSX def2/J DEFGRID3
* xyz 0 1
I 3.072 -1.074 2.407
H -0.679 0.558 -3.846
C -0.544 0.355 0.902
I -0.270 -2.776 1.535
S -0.761 1.982 0.559
C -0.503 -0.806 1.235
S -0.819 -0.426 -2.964
H 0.504 2.187 0.173
*
```

Properties
frontier orbital gap (alpha / beta)	6.44 / 5.80	eV
HOMO energy (alpha / beta)	-8.88 / -8.87	eV
energy above the lowest of the compared OMol25 structures with the same formula, charge and spin	322.57	kJ/mol

| no. | electronic energy (hartree) | molecular weight (g/mol) |
| --- | --- | --- |
| 1 | -4667.87041 | 880.63 |
| 2 | -2874.67077 | 162.97 |
| 3 | -195.74470 | 63.12 |
| 4 | -6426.07140 | 1362.18 |
| 5 | -303.76692 | 88.11 |
| 6 | -2983.63272 | 507.44 |
| 7 | -7484.36637 | 1175.71 |
| 8 | -10623.74981 | 774.27 |
| 9 | -1991.25502 | 413.81 |
| 10 | -1469.00446 | 343.98 |